No. 1
The following is a DFT calculation (ωB97M-V with the def2-TZVPD basis set) of a molecular structure, C3H6N2O2.

Values from the calculation:
- 2S+1 = 1
- DFT total energy (a.u.) = -377.81938
- ΔE to the lowest compared entry with this formula, charge and spin (eV) = 3.8085
- maximum force (eV/Å) = 0.47
- E_LUMO (eV) = 0.4

Atoms and positions in Å:
O1 -0.269484 1.024979 -0.414868
O2 0.880780 -0.238474 1.256020
N1 -2.126710 -0.196995 -0.338442
N2 1.963384 0.661946 -0.994774
C1 -0.828934 -0.071457 -0.134168
C2 1.245515 0.979499 0.005027
C3 0.070541 -1.078422 0.552155
H1 0.602140 -1.666968 -0.219217
H2 -2.653831 0.598601 -0.670770
H3 -0.539795 -1.781248 1.145951
H4 1.355828 1.801042 0.710991
H5 2.913504 0.993212 -0.862143
H6 -2.612944 -1.025711 -0.035757

Forces on the atoms, in the same order (eV/Å):
-0.164 -0.217 0.185
0.344 0.149 -0.237
0.012 -0.050 -0.039
-0.084 -0.077 0.461
-0.205 0.067 -0.061
0.184 0.059 0.049
-0.261 -0.042 -0.163
-0.159 0.068 -0.030
0.026 -0.165 -0.035
0.200 0.240 0.071
0.082 -0.114 -0.038
-0.054 -0.007 -0.077
0.079 0.088 -0.085

No. 2
The following is a DFT calculation (ωB97M-V with the def2-TZVPD basis set) of a molecular structure, C46H58F5N9O6P2ReTe at a distorted geometry.

Values from the calculation:
- 2S+1 = 4
- charge = +2
- DFT total energy (a.u.) = -4259.83618
- ΔE to the lowest compared entry with this formula, charge and spin (eV) = 1.0791
- maximum force (eV/Å) = 1.27
- E_LUMO (alpha / beta) (eV) = -4.2 / -8.2

Atoms and positions in Å:
Re1 -0.464057 -0.444466 1.350225
Te1 0.918759 0.376222 3.631329
P1 -2.728152 -0.569875 0.009455
P2 -1.235793 2.321098 -2.666096
F1 -2.267316 0.903153 3.751767
F2 -4.681557 -2.669855 5.496065
F3 -3.304701 -4.395394 3.917155
F4 -4.117328 -0.003690 5.381567
F5 -1.423882 -3.535520 2.304007
O1 1.371172 2.295535 -1.135906
O2 -3.612952 -0.281089 -1.302369
O3 -1.684573 1.758111 -1.372058
O4 0.838527 0.413283 -0.034424
O5 -3.130971 -2.081939 0.294033
O6 -3.536905 0.379881 1.007481
N1 -0.915356 1.747316 1.443234
N2 4.971381 -4.060727 0.506871
N3 -0.164985 1.459293 -3.534671
N4 1.672592 -3.872931 -0.150778
N5 -2.592607 2.461610 -3.664191
N6 5.961250 -3.352976 0.130148
N7 -0.792743 3.913810 -2.528185
N8 4.044635 -4.099977 -0.498748
N9 0.346826 -2.305115 0.620002
C1 -0.093291 -1.646431 7.335701
C2 -0.164253 6.160909 -2.960712
C3 5.379342 0.249952 3.708602
C4 1.539630 -2.887334 0.759869
C5 4.081756 0.166372 3.216558
C6 -3.753036 -2.217412 4.672465
C7 -0.003975 -2.998162 7.036808
C8 1.521723 -0.212017 -3.411460
C9 3.015574 0.436795 4.058301
C10 -2.087745 -2.601191 3.003586
C11 -1.586263 4.790526 -1.641041
C12 -3.462831 -0.867738 4.609890
C13 -2.548786 2.684654 -5.111241
C14 4.716069 -2.304037 -3.650842
C15 5.715143 -2.897307 -1.159301
C16 5.610264 0.613687 5.024873
C17 0.353736 -3.407101 5.756706
C18 0.542263 -1.116234 5.082497
C19 -4.473250 -2.602115 0.271238
C20 -4.735784 1.152845 0.793293
C21 0.038667 0.018125 -3.177737
C22 -0.739140 6.053033 -1.547602
C23 0.628047 -2.467622 4.774767
C24 0.175785 -0.698447 6.354888
C25 3.941145 -3.091970 -2.827691
C26 3.243107 0.848606 5.371070
C27 -0.287549 -2.972470 -0.428169
C28 0.520010 -3.936170 -0.905330
C29 4.478417 -3.377151 -1.570258
C30 6.490305 -2.096942 -2.001736
C31 4.540994 0.924513 5.854966
C32 0.180616 4.712544 -3.302467
C33 2.811305 -4.788074 -0.302958
C34 0.294543 2.472872 0.984276
C35 -3.954337 2.646688 -3.148291
C36 -2.488015 -0.436026 3.736364
C37 -4.825472 2.858422 -4.395337
C38 5.973064 -1.810740 -3.244667
C39 0.884679 1.715286 -0.189647
C40 -3.050078 -3.088289 3.861075
C41 -1.766032 -1.250798 2.869752
C42 1.028874 1.963325 -4.268777
C43 2.612164 -2.544395 1.712380
C44 -3.389523 -0.975036 -2.539614
C45 1.821262 0.701491 -4.598996
C46 -3.965147 2.329204 -5.551570
H1 -1.768581 2.076462 -5.565797
H2 0.088894 0.356810 6.588127
H3 -5.492926 0.804163 1.492272
H4 -1.643682 1.869574 0.739510
H5 2.880699 0.928442 -4.701728
H6 0.737843 2.518341 -5.161246
H7 -0.260124 -0.179345 -2.151260
H8 0.887256 -2.796596 3.776360
H9 1.624709 2.603474 -3.622871
H10 2.981491 -3.478432 -3.151124
H11 -0.211592 -3.737252 7.800295
H12 -3.999297 3.496955 -2.460352
H13 -1.783459 4.300627 -0.688257
H14 1.471587 0.254223 -5.531423
H15 2.923802 -5.410871 0.580261
H16 -4.352019 -1.049655 -3.039909
H17 -0.922823 6.542534 -3.646581
H18 -1.262522 2.127255 2.317849
H19 2.417697 1.104645 6.023593
H20 1.184679 4.455239 -2.959833
H21 4.709322 1.234684 6.878121
H22 4.355275 -2.060334 -4.642541
H23 -1.326954 6.919736 -1.255074
H24 -5.100006 1.054528 -0.224264
H25 -5.033968 3.918769 -4.537124
H26 -4.221510 2.777248 -6.509011
H27 2.589836 -5.418476 -1.160338
H28 0.709167 6.804708 -3.020638
H29 2.239394 -1.835854 2.433615
H30 0.407923 -4.462797 5.520493
H31 -5.060008 -2.153770 -0.529291
H32 0.103111 3.509830 0.717567
H33 -4.231855 1.765797 -2.565365
H34 -4.062592 1.245282 -5.639031
H35 -2.998928 -1.981104 -2.374736
H36 0.380343 -4.664499 -1.687234
H37 -5.777203 2.339131 -4.312824
H38 -0.553285 -0.610511 -3.848686
H39 0.115130 4.501015 -4.369011
H40 1.739102 -1.260390 -3.609271
H41 2.987776 -3.425470 2.234554
H42 7.456137 -1.730752 -1.679847
H43 -0.377344 -1.323371 8.329298
H44 6.209283 0.027332 3.049066
H45 6.545301 -1.203982 -3.935246
H46 2.083901 0.113549 -2.535851
H47 1.036035 2.450925 1.782468
H48 -1.295377 -2.746125 -0.716482
H49 3.452625 -2.103132 1.177984
H50 0.067321 5.910949 -0.825050
H51 -4.503711 2.194640 1.006654
H52 -2.552348 5.026443 -2.105465
H53 3.933797 -0.086781 2.180638
H54 -2.336850 3.741392 -5.324460
H55 -4.395822 -3.674239 0.118161
H56 6.623278 0.667615 5.402619
H57 -2.701011 -0.408809 -3.162198
H58 -4.952206 -2.404198 1.229578

Forces on the atoms, in the same order (eV/Å):
0.170 0.464 -0.533
0.221 -0.370 0.394
0.116 -0.234 1.248
0.412 -0.946 0.408
0.017 0.105 -0.067
-0.096 -0.045 0.111
0.007 0.006 0.028
-0.032 0.025 0.050
-0.015 -0.029 -0.168
0.207 0.047 -0.216
0.385 0.058 -0.702
-0.061 0.382 -0.402
-0.136 0.341 -0.101
-0.272 -0.298 -0.096
-0.113 0.327 -0.243
0.043 -0.093 -0.374
0.108 0.193 -0.374
0.101 0.206 0.217
0.124 -0.279 -0.073
-0.083 0.505 0.053
-0.202 -0.078 -0.105
-0.256 0.180 -0.327
0.003 -0.185 0.145
-0.099 -0.094 -0.388
0.011 -0.017 -0.007
-0.095 -0.060 0.106
0.032 -0.002 -0.065
-0.314 0.040 -0.092
-0.063 0.046 -0.034
-0.009 0.039 -0.013
0.029 0.013 -0.013
0.020 0.143 -0.036
-0.182 0.181 0.118
0.273 0.122 0.041
0.107 0.107 0.193
0.003 -0.031 0.080
-0.054 -0.132 -0.146
-0.028 -0.025 0.050
0.165 0.037 0.166
0.010 0.010 0.045
-0.029 -0.023 0.033
-0.060 0.111 -0.070
-0.044 0.052 0.114
0.000 -0.169 0.091
-0.065 -0.069 -0.053
0.116 -0.016 -0.119
-0.001 -0.025 0.015
-0.021 0.003 0.016
-0.026 -0.018 -0.062
0.161 -0.098 -0.047
0.043 0.130 0.220
0.120 -0.068 -0.061
-0.075 0.035 0.056
0.039 0.027 0.005
-0.066 0.008 -0.037
-0.090 0.211 0.068
-0.096 0.186 0.058
-0.320 -0.175 0.013
-0.150 -0.056 -0.196
0.000 -0.044 -0.166
0.115 -0.032 -0.071
0.070 0.027 -0.002
-0.015 -0.513 0.356
-0.070 -0.156 0.045
-0.177 0.128 -0.076
-0.006 -0.107 -0.033
0.102 -0.024 -0.024
-0.078 0.032 0.232
-0.017 -0.055 0.069
-0.096 0.023 0.118
0.015 0.012 0.055
-0.015 -0.039 -0.008
0.014 -0.011 0.009
0.051 0.161 0.116
0.000 -0.011 -0.043
-0.027 -0.023 -0.027
0.005 0.073 0.065
-0.055 0.013 0.034
-0.023 -0.048 0.071
0.044 0.017 0.030
-0.013 0.031 -0.025
0.109 0.001 0.048
0.048 -0.051 -0.071
-0.017 0.015 -0.004
0.010 -0.013 0.075
-0.034 -0.018 0.002
0.021 0.023 -0.011
0.030 -0.157 0.110
0.012 -0.021 0.019
-0.033 -0.060 0.060
0.024 -0.016 -0.021
0.015 -0.018 0.008
-0.001 -0.014 0.024
0.014 -0.030 -0.017
-0.003 0.006 0.012
0.014 -0.036 0.008
-0.034 -0.061 -0.032
0.003 0.012 -0.027
-0.013 0.150 0.109
0.023 0.029 0.010
0.023 0.002 -0.016
-0.076 0.024 0.005
0.105 -0.031 0.007
0.014 0.027 -0.025
0.003 0.031 0.007
0.029 0.022 0.062
-0.013 0.033 0.009
-0.034 0.053 -0.051
-0.025 -0.066 -0.003
0.004 0.026 0.012
-0.009 0.008 -0.023
-0.017 -0.010 -0.033
0.007 -0.017 -0.029
-0.023 0.008 0.037
-0.031 -0.025 0.033
-0.018 -0.046 0.008
0.050 0.158 0.069
0.079 -0.021 0.036
0.039 0.053 0.058
-0.046 0.015 0.016
0.030 -0.011 0.013
0.017 -0.050 -0.070
-0.105 -0.099 -0.159
0.005 -0.010 0.094
0.016 -0.012 0.011
-0.031 0.004 -0.014
0.083 0.032 -0.016
0.023 0.005 0.018

No. 3
The following is a DFT calculation (ωB97M-V with the def2-TZVPD basis set) of a molecular structure, C25H43NP2Re at a distorted geometry.

Values from the calculation:
- 2S+1 = 4
- charge = +2
- DFT total energy (a.u.) = -1793.47730
- ΔE to the lowest compared entry with this formula, charge and spin (eV) = 0.0000
- maximum force (eV/Å) = 7.51
- E_LUMO (alpha / beta) (eV) = -5.4 / -8.6

Atoms and positions in Å:
Re1 -0.008065 -0.208456 -0.790261
P1 -1.567886 0.235549 -2.574033
P2 1.659616 1.506799 -1.614330
N1 -1.374150 2.630814 0.295209
C1 -1.889099 -0.425543 -5.954236
C2 -1.260978 -1.483303 -3.138320
C3 -1.912157 0.911120 -5.831840
C4 0.615260 -2.168521 -0.150234
C5 3.047212 0.792122 -2.520140
C6 2.259481 2.692262 -0.378262
C7 0.321376 2.205069 -6.306189
C8 1.047368 -0.158402 -5.840359
C9 0.485749 -0.341503 1.281828
C10 -1.130244 1.829913 -6.725560
C11 -1.058526 -1.141682 -6.984938
C12 -0.913697 1.677573 -0.229071
C13 -2.044968 -0.409112 1.862353
C14 1.116850 1.155909 -5.557759
C15 0.857180 0.642316 2.344023
C16 -3.275986 0.655077 -2.242869
C17 0.485680 2.472927 -2.677413
C18 2.868673 -1.123467 0.703187
C19 -0.770562 -1.953589 0.173773
C20 0.408811 -0.634279 -7.113042
C21 -0.657700 1.675652 -3.335687
C22 -1.948407 -2.840484 -0.105277
C23 -0.848944 -0.828544 1.058618
C24 1.198799 -3.333345 -0.882876
C25 1.389945 -1.168755 0.537785
H1 2.903077 3.428968 -0.867947
H2 -1.798676 -3.457213 -0.997279
H3 0.446414 0.133388 -7.907818
H4 1.003371 -1.476538 -7.497311
H5 2.097604 -3.024206 -1.432253
H6 -1.095615 -1.539077 -4.208189
H7 -2.120276 -2.104163 -2.856533
H8 -1.437583 2.379017 -3.664714
H9 1.404254 3.190764 0.082522
H10 0.272902 3.102876 -5.670685
H11 -3.307951 1.507338 -1.548530
H12 1.812946 1.533652 -4.800101
H13 3.389300 -1.489927 -0.180153
H14 0.164561 1.490899 2.334761
H15 -1.475370 -1.060643 -8.005420
H16 -2.613063 -1.064810 -5.422971
H17 -2.862501 -2.237481 -0.242868
H18 -3.795022 0.906706 -3.174295
H19 0.479082 -3.760792 -1.592123
H20 1.874042 1.007427 2.202627
H21 3.776010 0.388450 -1.803880
H22 3.207182 -0.105524 0.903796
H23 -2.004628 -0.836912 2.875867
H24 -0.367295 -1.904647 -2.659829
H25 3.193883 -1.729636 1.560428
H26 -0.274689 1.164930 -4.228782
H27 0.046590 3.249880 -2.038897
H28 -1.029179 -2.215170 -6.744515
H29 -2.973319 -0.738514 1.383428
H30 -1.117789 1.480227 -7.768301
H31 -3.774577 -0.198351 -1.762465
H32 1.500901 -4.128897 -0.185195
H33 -1.692321 2.768858 -6.760637
H34 -2.066623 0.682879 1.960041
H35 0.825024 2.505608 -7.234732
H36 -2.665258 1.372059 -5.183621
H37 0.798010 0.170908 3.337339
H38 2.711322 -0.039172 -3.155995
H39 1.109565 2.962605 -3.441775
H40 2.821959 2.177468 0.402941
H41 1.571716 -0.911059 -5.237707
H42 -2.136210 -3.505799 0.753505
H43 3.541099 1.547205 -3.146917

Forces on the atoms, in the same order (eV/Å):
-0.758 6.630 -3.444
1.322 0.330 1.106
-1.212 -0.470 0.319
1.084 -2.232 -1.494
-0.790 0.539 -0.711
-0.253 -0.127 -0.948
-0.602 -1.016 -0.439
0.355 -1.194 0.656
0.326 0.056 -0.337
0.129 -0.135 -0.138
0.034 0.197 0.105
0.497 0.870 -0.216
0.369 -1.180 1.973
-0.067 0.628 -0.118
0.725 -0.377 -0.079
-0.626 1.200 1.373
-0.181 0.460 -0.324
0.456 -0.778 -0.753
-0.168 0.392 -0.160
-0.502 -0.149 -0.015
0.214 -0.191 0.340
0.414 0.138 -0.221
-0.406 -1.170 1.530
-0.315 -0.508 -0.446
-0.394 -0.381 -0.875
-0.313 0.055 -0.334
-0.121 -1.291 2.001
0.118 -0.071 -0.410
0.215 -0.761 1.619
-0.042 -0.044 0.097
-0.050 0.054 0.238
0.179 -0.263 0.614
-0.109 0.254 0.074
-0.219 -0.178 0.053
-0.019 -0.140 -0.029
0.073 0.217 -0.104
0.268 -0.207 0.101
0.038 -0.050 -0.104
0.107 -0.153 -0.231
0.125 -0.189 -0.275
-0.382 -0.296 -0.127
0.046 -0.045 0.020
0.194 -0.084 0.077
-0.268 -0.084 0.530
0.239 0.558 -0.181
0.343 -0.302 -0.001
0.005 -0.055 0.199
0.233 0.032 0.159
-0.093 0.044 0.105
-0.182 0.191 -0.113
0.027 -0.074 -0.057
0.132 -0.025 -0.371
-0.157 0.171 -0.044
-0.254 0.032 -0.210
-0.162 0.402 0.264
0.350 -0.168 -0.025
-0.114 0.254 -0.090
0.154 0.124 0.186
-0.139 -0.168 0.456
0.088 0.199 -0.194
-0.167 0.265 -0.102
0.130 -0.028 -0.101
-0.118 -0.287 0.038
0.147 0.024 0.306
0.272 -0.164 -0.121
0.007 0.006 -0.354
0.006 0.307 0.139
-0.477 -0.048 0.020
0.065 0.069 -0.137
-0.011 0.357 -0.161
0.203 0.215 -0.278
-0.019 -0.191 0.173

The lowest DFT total energy belongs to which entry? C46H58F5N9O6P2ReTe

Which formula does entry 3 have? C25H43NP2Re